(1)
Below is a cluster of 5 separate species, C10H30O5 in total, with properties calculated with ωB97M-V with the def2-TZVPD basis set.

Structure (ORCA input):
```
! RIJCOSX wB97M-V def2-TZVPD def2/J DEFGRID3
* xyz 0 1
C -4.28 -0.86 -0.72
C -3.04 0.16 -0.45
O -2.11 -0.16 -1.56
H -4.70 -0.78 -1.86
H -4.99 -0.50 0.09
H -4.10 -1.87 -0.61
H -2.40 0.04 0.52
H -3.30 1.04 -0.52
H -1.83 0.80 -1.79
C -0.93 1.93 4.75
C -0.02 1.05 3.75
O -0.70 0.62 2.70
H -0.36 2.13 5.69
H -1.85 1.51 4.84
H -0.96 2.82 4.32
H 0.40 0.32 4.42
H 0.73 1.61 3.28
H -0.12 0.16 2.16
C 0.94 2.34 -3.16
C 0.21 3.17 -2.16
O -0.66 2.35 -1.41
H 1.46 2.81 -3.92
H 0.22 1.67 -3.62
H 1.69 1.56 -2.83
H -0.40 3.99 -2.61
H 1.03 3.55 -1.56
H -0.88 2.84 -0.53
C 0.83 -3.81 -1.38
C 1.85 -3.87 -0.18
O 1.36 -3.21 0.87
H 1.04 -4.44 -2.24
H 0.58 -2.92 -1.74
H -0.26 -4.02 -1.16
H 2.81 -3.55 -0.43
H 2.31 -4.88 -0.08
H 1.56 -3.55 1.65
C 2.97 0.10 -0.65
C 1.54 0.28 -0.22
O 1.23 -0.34 0.94
H 3.61 0.52 0.09
H 3.02 0.39 -1.68
H 3.28 -0.92 -0.81
H 0.85 -0.07 -0.91
H 1.26 1.27 -0.04
H 1.13 -1.27 0.75
*
```

Values from the calculation:
max |F|	0.244	Eh/bohr
highest occupied orbital energy	-9.38	eV
ΔE to the lowest compared entry with this formula, charge and spin	5.330	eV
SMILES string	CCO.CCO.CCO.CCO.CCO
Kohn-Sham gap	10.04	eV

(2)
Below is the molecule C22H26N4O4, with properties calculated with ωB97M-V with the def2-TZVPD basis set.

Structure (ORCA input):
```
! RIJCOSX wB97M-V def2-TZVPD def2/J DEFGRID3
* xyz 0 1
C 0.44 -3.80 -1.94
C 0.33 -2.52 -2.76
H 0.38 -2.74 -3.83
H -0.60 -2.00 -2.53
O 1.42 -1.63 -2.53
C 1.41 -0.92 -1.41
O 0.57 -1.01 -0.55
C 2.58 0.04 -1.37
C 3.45 -0.21 -0.13
C 4.26 1.05 0.19
C 3.30 2.20 0.55
N 1.96 2.01 0.00
C 0.99 1.55 0.87
N 1.38 1.13 2.06
C 0.47 0.64 2.92
C 0.88 0.16 4.18
C -0.05 -0.39 5.02
C -1.40 -0.47 4.66
C -1.83 0.01 3.45
C -0.90 0.58 2.57
N -1.30 1.14 1.40
C -0.41 1.62 0.59
C -1.00 2.34 -0.62
C -2.07 3.20 -0.20
N -2.91 3.91 0.11
C -1.53 1.21 -1.52
O -0.91 0.78 -2.47
O -2.68 0.78 -1.08
C -3.22 -0.44 -1.62
C -4.72 -0.24 -1.79
H -5.17 -1.15 -2.16
H -5.16 0.01 -0.83
H -4.92 0.57 -2.49
C -2.89 -1.56 -0.65
H -1.81 -1.59 -0.46
H -3.39 -1.38 0.30
H -3.21 -2.52 -1.05
H -2.75 -0.62 -2.59
H -0.24 2.93 -1.15
H -2.86 -0.03 3.15
H -2.11 -0.91 5.34
H 0.26 -0.78 5.99
H 1.93 0.22 4.45
C 2.04 1.50 -1.35
H 2.72 2.15 -1.90
H 1.07 1.51 -1.85
H 3.68 3.14 0.16
H 3.20 2.28 1.63
H 4.93 0.86 1.02
H 4.86 1.31 -0.68
H 4.11 -1.06 -0.30
H 2.81 -0.44 0.72
H 3.16 -0.11 -2.28
H 0.39 -3.56 -0.88
H -0.37 -4.47 -2.20
H 1.39 -4.29 -2.15
*
```

Values from the calculation:
max |F|	0.019	Eh/bohr
highest occupied orbital energy	-8.21	eV
ΔE to the lowest compared entry with this formula, charge and spin	1.274	eV
SMILES string	CCOC(=O)[C@@H]1CCCN(c2nc3ccccc3nc2[C@H](C#N)C(=O)OC(C)C)C1
Kohn-Sham gap	8.19	eV

(3)
Below is the molecule C6H13P, with properties calculated with ωB97M-V with the def2-TZVPD basis set.

Structure (ORCA input):
```
! RIJCOSX wB97M-V def2-TZVPD def2/J DEFGRID3
* xyz 0 1
C -3.24 0.28 0.46
C 2.03 -0.83 0.51
C 1.05 -0.22 -1.70
C -0.39 1.42 0.50
C 0.74 -0.82 -0.29
C -0.44 -0.16 0.51
P -2.13 -0.86 -0.09
H -4.20 0.10 0.16
H -2.96 1.02 1.20
H 1.82 -1.08 1.60
H 2.39 0.22 0.35
H 2.81 -1.50 0.20
H 1.53 0.79 -1.47
H 0.22 -0.13 -2.27
H 1.82 -0.99 -2.10
H 0.13 1.78 -0.45
H 0.13 1.88 1.35
H -1.42 1.79 0.52
H 0.43 -1.94 -0.43
H -0.31 -0.74 1.45
*
```

Values from the calculation:
max |F|	0.104	Eh/bohr
highest occupied orbital energy	-9.16	eV
ΔE to the lowest compared entry with this formula, charge and spin	1.571	eV
SMILES string	C=P[C@H](C)C(C)C
Kohn-Sham gap	9.50	eV